# C41H34N9O2STi

A molecular structure, C41H34N9O2STi (ωB97M-V/def2-TZVPD, OMol25).

Structure (XYZ):
```
88
Properties=species:S:1:pos:R:3:forces:R:3:lowdin_charge:R:1
Ti 1.527 -0.801 1.549 -0.792 0.559 0.319 0.945
O 2.170 -2.190 2.638 -0.036 0.333 -0.196 -0.218
C 2.788 -3.320 2.908 -0.012 -0.044 0.002 -0.298
C 2.135 -4.306 3.660 -0.022 0.029 0.027 -0.006
C 2.742 -5.519 3.919 0.039 -0.028 -0.014 -0.088
C 4.015 -5.798 3.428 -0.054 -0.002 0.033 -0.109
C 4.666 -4.831 2.686 0.043 0.043 -0.014 -0.058
C 4.090 -3.586 2.439 0.053 0.004 -0.044 -0.131
C 4.827 -2.601 1.640 -0.067 0.036 -0.005 -0.106
N 4.658 -1.354 1.756 0.110 -0.024 0.020 0.047
C 5.310 -0.475 0.813 -0.068 -0.057 0.015 -0.208
C 4.262 0.532 0.346 -0.045 -0.023 0.024 -0.220
N 3.023 -0.174 0.004 0.266 0.088 0.251 -0.044
C 2.781 -0.302 -1.242 -0.032 0.009 -0.326 -0.078
C 1.695 -1.033 -1.854 0.045 0.054 -0.002 -0.145
C 1.446 -0.866 -3.220 0.029 0.034 -0.049 -0.033
C 0.441 -1.563 -3.848 -0.020 -0.012 0.002 -0.084
C -0.305 -2.485 -3.110 -0.040 -0.012 -0.046 -0.068
C -0.071 -2.681 -1.767 0.041 0.030 0.017 -0.004
C 0.904 -1.920 -1.111 -0.064 -0.113 0.175 -0.330
O 1.064 -2.032 0.196 -0.034 -0.267 -0.165 -0.175
H 1.142 -4.086 4.030 0.020 -0.012 0.013 0.111
H 2.212 -6.260 4.504 0.007 -0.005 0.006 0.100
H 4.485 -6.753 3.622 -0.001 -0.005 -0.004 0.092
H 5.656 -5.028 2.288 -0.002 -0.003 0.001 0.106
H 5.530 -3.013 0.899 0.002 0.003 -0.013 0.125
H 5.723 -1.026 -0.044 0.027 0.000 -0.013 0.110
H 6.124 0.063 1.305 -0.011 0.010 0.020 0.119
H 4.631 1.100 -0.513 0.007 -0.015 -0.032 0.115
H 4.044 1.233 1.149 0.000 -0.019 0.006 0.047
H 3.466 0.175 -1.950 -0.013 -0.002 -0.022 0.135
H 2.042 -0.149 -3.775 0.006 -0.002 0.007 0.115
H 0.221 -1.390 -4.892 0.000 -0.012 -0.008 0.100
H -1.098 -3.040 -3.596 0.002 -0.004 -0.002 0.105
H -0.666 -3.366 -1.176 -0.005 -0.006 -0.001 0.121
S 2.095 1.185 2.750 0.009 -0.165 0.142 0.663
C 0.412 1.570 3.169 -0.183 0.115 -0.267 -0.788
N 0.161 2.819 3.438 -0.066 -0.201 0.151 0.005
N -1.159 3.102 3.844 0.125 0.024 -0.074 -0.021
C -2.225 3.137 2.925 -0.019 -0.102 -0.014 -0.263
C -2.150 2.659 1.621 0.013 -0.008 -0.063 -0.023
C -3.266 2.713 0.794 -0.009 0.020 0.037 -0.074
C -4.467 3.241 1.243 0.022 -0.009 -0.004 -0.116
C -4.540 3.727 2.542 0.004 0.023 0.022 -0.119
C -3.435 3.676 3.374 -0.025 0.020 0.039 -0.059
N -0.547 0.600 3.205 0.078 0.106 -0.022 0.026
N -0.199 -0.564 2.704 0.364 -0.106 -0.136 -0.121
C -1.231 -1.530 2.753 -0.007 0.092 0.050 -0.250
C -0.948 -2.872 2.489 -0.002 0.035 -0.043 -0.046
C -1.962 -3.818 2.511 0.002 0.015 -0.004 -0.093
C -3.270 -3.447 2.789 -0.002 -0.036 0.016 -0.115
C -3.552 -2.112 3.042 0.005 0.062 -0.004 -0.093
C -2.552 -1.155 3.026 -0.051 -0.064 -0.004 -0.022
H -1.122 3.976 4.346 0.045 -0.023 0.032 0.111
H -1.228 2.248 1.238 -0.034 0.039 0.096 0.073
H -3.175 2.333 -0.215 -0.027 0.018 0.001 0.090
H -5.332 3.273 0.592 0.001 0.002 -0.005 0.090
H -5.466 4.147 2.918 -0.007 -0.004 -0.005 0.091
H -3.503 4.041 4.393 -0.002 -0.006 0.005 0.101
H 0.061 -3.173 2.256 -0.035 0.001 -0.016 0.073
H -1.722 -4.855 2.306 0.009 0.002 0.000 0.099
H -4.060 -4.187 2.803 0.001 -0.004 -0.008 0.090
H -4.571 -1.803 3.244 -0.001 0.001 0.005 0.098
H -2.774 -0.112 3.203 0.016 0.003 0.009 0.101
N -0.744 3.363 -3.980 -0.027 -0.065 0.017 0.149
C -1.440 3.552 -5.153 -0.013 -0.020 0.033 -0.210
C -1.308 4.463 -6.186 -0.005 0.003 -0.022 -0.049
C -2.207 4.360 -7.246 0.029 0.004 0.036 -0.134
C -3.196 3.375 -7.253 -0.011 -0.037 0.037 -0.130
C -3.322 2.465 -6.211 -0.004 0.021 -0.046 -0.038
C -2.433 2.548 -5.141 0.005 0.004 0.014 -0.254
N -2.342 1.782 -4.004 0.102 0.062 0.069 0.151
C -1.320 2.286 -3.311 -0.153 0.101 -0.315 -0.294
C -0.830 1.813 -2.074 0.058 -0.127 0.238 -0.175
C -1.439 0.703 -1.414 0.104 0.080 -0.075 -0.043
C -0.875 0.180 -0.296 0.210 0.043 0.092 -0.153
N 0.294 0.640 0.271 0.268 -0.246 -0.005 -0.084
C 0.799 1.783 -0.282 -0.036 -0.187 0.142 -0.195
C 0.297 2.377 -1.398 -0.127 -0.011 -0.095 -0.032
H 0.032 3.905 -3.652 0.008 0.017 0.010 0.134
H -0.540 5.226 -6.174 -0.007 0.003 -0.009 0.097
H -2.138 5.056 -8.073 0.006 0.000 0.005 0.085
H -3.880 3.324 -8.091 -0.002 -0.007 0.005 0.086
H -4.091 1.703 -6.218 0.003 0.000 0.005 0.100
H -2.347 0.271 -1.814 0.000 0.011 -0.022 0.111
H -1.331 -0.666 0.204 -0.016 -0.028 -0.005 0.113
H 1.640 2.221 0.243 0.013 -0.025 -0.003 0.081
H 0.764 3.299 -1.728 -0.010 -0.009 -0.024 0.092
```
Forces are in eV/Å.

Multiplicity   3
HOMO-LUMO gap (spin up / spin down)   4.31 / 6.58 eV
Total charge   -1

---

# C41H35AsN2O4P2RhS5

A molecular structure, C41H35AsN2O4P2RhS5 (ωB97M-V/def2-TZVPD, OMol25).

Structure (XYZ):
```
91
Properties=species:S:1:pos:R:3:forces:R:3:lowdin_charge:R:1
Rh 0.375 -0.304 0.862 0.055 0.023 -0.268 0.580
O 0.245 -2.026 -0.339 -0.508 0.048 0.190 -0.466
P 0.252 -3.218 -1.222 0.540 -0.104 -0.017 0.769
C 0.694 -2.814 -2.940 -0.093 -0.011 -0.024 -0.260
P -0.028 -1.378 -3.833 -0.029 -0.089 0.000 0.714
O 1.033 -0.568 -4.476 0.024 -0.018 -0.059 -0.323
C -1.176 -2.075 -5.053 -0.012 0.042 0.042 -0.267
C -2.133 -3.044 -4.760 0.008 0.000 -0.027 -0.085
C -2.983 -3.508 -5.751 -0.021 -0.013 -0.021 -0.077
C -2.881 -3.009 -7.043 -0.004 -0.003 0.008 -0.091
C -1.928 -2.046 -7.341 0.010 0.009 0.006 -0.082
C -1.078 -1.577 -6.349 0.009 -0.012 -0.015 -0.067
C -1.018 -0.399 -2.684 0.022 0.017 0.024 -0.265
C -0.318 0.595 -1.994 0.022 -0.015 -0.066 -0.122
C -0.975 1.397 -1.074 -0.015 0.003 0.028 -0.104
C -2.337 1.216 -0.843 -0.061 -0.015 -0.037 -0.071
C -3.036 0.247 -1.542 -0.024 0.044 0.047 -0.065
C -2.380 -0.558 -2.466 0.080 -0.026 -0.002 -0.076
C -1.356 -4.031 -1.319 -0.019 -0.004 0.040 -0.260
C -2.453 -3.353 -0.807 -0.073 0.092 -0.033 -0.089
C -3.720 -3.916 -0.871 0.031 0.002 0.035 -0.055
C -3.894 -5.162 -1.449 0.001 -0.037 0.006 -0.081
C -2.799 -5.853 -1.960 -0.049 0.052 -0.005 -0.088
C -1.536 -5.292 -1.893 0.048 0.025 -0.052 -0.084
C 1.510 -4.392 -0.708 -0.036 0.145 0.176 -0.254
C 1.877 -5.518 -1.450 0.118 -0.162 -0.129 -0.105
C 2.899 -6.336 -1.004 -0.092 0.056 -0.138 -0.094
C 3.571 -6.028 0.175 -0.060 0.080 0.137 -0.079
C 3.228 -4.899 0.898 -0.136 -0.628 0.056 -0.178
C 2.196 -4.078 0.461 -0.341 -0.156 -0.134 -0.127
H 0.534 -3.719 -3.533 0.036 0.040 -0.081 0.069
H 1.767 -2.597 -2.945 0.002 0.022 0.080 0.087
H -2.221 -3.439 -3.757 -0.001 -0.082 0.111 0.084
H -3.725 -4.260 -5.513 0.010 0.003 0.005 0.103
H -3.543 -3.374 -7.818 0.002 -0.001 0.001 0.099
H -1.845 -1.659 -8.349 0.000 0.002 0.002 0.101
H -0.322 -0.831 -6.562 -0.001 0.000 0.001 0.104
H 0.735 0.741 -2.199 -0.009 0.009 0.005 0.063
H -0.430 2.176 -0.558 -0.027 0.035 -0.065 0.101
H -2.849 1.835 -0.117 -0.009 0.011 0.009 0.108
H -4.096 0.109 -1.366 0.010 -0.005 0.022 0.110
H -2.939 -1.313 -3.004 -0.005 0.015 -0.012 0.096
H -2.316 -2.378 -0.363 0.023 -0.015 0.087 0.078
H -4.554 -3.381 -0.437 -0.036 0.010 -0.008 0.109
H -4.880 -5.609 -1.490 -0.004 0.000 -0.008 0.100
H -2.929 -6.831 -2.407 -0.006 0.004 0.009 0.101
H -0.699 -5.844 -2.298 0.027 0.011 0.058 0.090
H 1.394 -5.754 -2.390 -0.010 0.020 -0.030 0.085
H 3.182 -7.206 -1.583 0.006 -0.004 -0.015 0.096
H 4.381 -6.662 0.515 0.000 -0.007 0.008 0.101
H 3.771 -4.621 1.791 -0.156 -0.187 -0.058 0.044
H 1.941 -3.189 1.026 -0.011 -0.161 -0.069 -0.001
S 4.611 0.875 2.550 -0.191 -0.006 -0.087 -0.156
As 3.635 -0.692 1.541 0.053 0.336 0.090 -0.408
S 1.646 -1.193 2.502 0.077 0.056 0.069 0.232
S 2.409 0.037 -0.200 0.091 0.016 -0.049 0.131
S 4.702 -2.435 1.122 0.560 0.772 -0.014 0.039
C -1.958 -1.397 8.479 0.001 0.002 0.000 -0.058
C -2.021 -1.491 6.978 -0.010 -0.010 -0.006 -0.276
C -0.906 -1.214 6.194 -0.008 -0.001 -0.004 -0.024
C -0.965 -1.294 4.811 0.010 0.003 -0.014 -0.055
C -2.158 -1.649 4.203 -0.041 -0.017 0.005 -0.275
C -3.284 -1.928 4.963 0.005 0.033 0.002 -0.055
C -3.208 -1.851 6.344 0.001 0.007 0.016 -0.045
S -2.238 -1.785 2.431 0.012 -0.108 -0.075 0.574
O -3.650 -1.795 2.099 0.037 -0.039 -0.060 -0.330
O -1.453 -2.920 2.029 -0.043 0.034 0.018 -0.303
N -1.507 -0.463 1.877 0.005 0.080 0.001 -0.215
C -1.913 0.766 2.377 0.027 -0.130 -0.051 -0.290
C -3.150 1.087 2.903 -0.047 0.017 0.050 -0.024
C -3.398 2.364 3.439 0.001 -0.015 -0.019 -0.074
C -2.436 3.333 3.457 0.020 0.038 -0.009 -0.055
C -1.163 3.052 2.910 0.011 0.020 0.014 -0.156
C -0.100 3.987 2.908 -0.079 0.028 0.019 -0.006
C 1.100 3.641 2.373 0.066 -0.009 -0.060 -0.024
C 1.262 2.368 1.793 -0.005 0.013 0.138 -0.134
N 0.296 1.478 1.782 0.058 0.011 0.131 -0.058
C -0.917 1.785 2.356 0.045 -0.017 0.000 -0.146
H -0.947 -1.167 8.816 0.000 -0.001 0.000 0.072
H -2.264 -2.336 8.944 0.000 0.000 0.000 0.078
H -2.623 -0.615 8.850 0.000 0.001 0.001 0.078
H 0.027 -0.932 6.668 0.005 0.000 0.000 0.115
H -0.087 -1.076 4.212 -0.082 -0.006 0.079 0.009
H -4.207 -2.192 4.465 -0.002 -0.009 -0.003 0.109
H -4.088 -2.068 6.941 0.000 0.000 0.002 0.110
H -3.936 0.346 2.903 0.023 -0.002 -0.001 0.097
H -4.380 2.571 3.847 0.005 0.001 0.004 0.103
H -2.626 4.312 3.880 0.006 -0.001 0.001 0.105
H -0.261 4.967 3.341 0.005 -0.009 0.009 0.116
H 1.946 4.313 2.368 -0.016 0.009 0.002 0.113
H 2.195 2.094 1.330 0.165 -0.162 -0.017 0.014
```
Forces are in eV/Å.

HOMO-LUMO gap   6.05 eV
Total charge   -1

---

How do the records compare in energy relative to the best compared isomer or geometry (same formula, charge and spin)? In the order shown, they have 28.0; 2.3 kcal per mole.